{
  "formula": "C49H51BrF5N6OPbSSe",
  "method": "ωB97M-V/def2-TZVPD",
  "elements": ["Pb", "C", "C", "C", "C", "C", "C", "C", "C", "C", "C", "C", "C", "N", "C", "C", "N", "C", "C", "C", "C", "C", "C", "C", "C", "C", "C", "C", "C", "H", "H", "H", "H", "H", "H", "H", "H", "H", "H", "H", "H", "H", "H", "H", "H", "H", "H", "H", "H", "H", "H", "H", "H", "H", "H", "H", "H", "H", "H", "H", "H", "H", "H", "H", "H", "N", "C", "N", "C", "C", "C", "C", "C", "C", "S", "H", "H", "H", "H", "H", "H", "Br", "C", "C", "C", "C", "N", "C", "H", "H", "H", "H", "F", "C", "C", "F", "C", "F", "C", "Se", "C", "F", "C", "F", "O", "N", "C", "C", "C", "C", "C", "H", "H", "H", "H", "H"],
  "coordinates": [[-0.092, -0.075, -0.354], [-3.765, 2.398, 1.987], [-2.327, 2.088, 2.393], [-1.796, 3.174, 3.335], [-2.150, 0.737, 3.053], [-3.091, 0.298, 3.980], [-2.920, -0.886, 4.675], [-1.775, -1.638, 4.457], [-0.809, -1.239, 3.540], [0.440, -2.083, 3.370], [0.136, -3.577, 3.259], [1.420, -1.839, 4.522], [-1.000, -0.044, 2.806], [-0.062, 0.367, 1.839], [1.195, 0.750, 2.304], [2.253, 0.794, 1.475], [2.113, 0.501, 0.121], [3.310, 0.368, -0.597], [4.161, -0.746, -0.389], [5.370, -0.836, -1.072], [5.755, 0.135, -1.980], [4.913, 1.211, -2.203], [3.702, 1.355, -1.531], [2.896, 2.609, -1.837], [1.732, 2.346, -2.794], [2.433, 3.403, -0.613], [3.755, -1.881, 0.535], [3.981, -3.251, -0.112], [4.494, -1.829, 1.875], [-3.788, 3.330, 1.420], [-4.423, 2.510, 2.855], [-4.177, 1.615, 1.348], [-1.715, 2.108, 1.491], [-2.352, 3.163, 4.278], [-1.897, 4.159, 2.880], [-0.741, 3.009, 3.558], [-3.973, 0.901, 4.163], [-3.665, -1.217, 5.390], [-1.632, -2.561, 5.008], [0.907, -1.770, 2.437], [-0.207, -3.993, 4.212], [1.040, -4.121, 2.971], [-0.621, -3.763, 2.500], [0.966, -2.120, 5.478], [1.715, -0.791, 4.576], [2.324, -2.439, 4.386], [1.287, 1.059, 3.341], [3.217, 1.146, 1.837], [6.015, -1.691, -0.900], [6.698, 0.054, -2.509], [5.206, 1.982, -2.909], [3.595, 3.258, -2.379], [0.947, 1.760, -2.319], [2.066, 1.811, -3.687], [1.274, 3.292, -3.098], [1.589, 2.929, -0.114], [2.125, 4.404, -0.929], [3.240, 3.507, 0.116], [2.687, -1.762, 0.733], [5.045, -3.497, -0.159], [3.588, -3.285, -1.129], [3.486, -4.031, 0.471], [5.575, -1.892, 1.715], [4.195, -2.668, 2.508], [4.275, -0.907, 2.411], [-1.556, 2.342, -4.462], [-1.391, 1.002, -4.474], [-1.774, 0.216, -3.526], [-1.451, -1.100, -3.815], [-1.679, -2.183, -2.970], [-1.289, -3.448, -3.374], [-0.679, -3.650, -4.612], [-0.439, -2.583, -5.465], [-0.824, -1.317, -5.053], [-0.621, 0.215, -5.863], [-1.630, 2.766, -3.528], [-1.053, 2.885, -5.141], [-2.126, -2.016, -1.997], [-1.436, -4.289, -2.708], [-0.370, -4.647, -4.900], [0.051, -2.733, -6.419], [-6.609, 0.998, -1.814], [-5.379, 0.084, -0.696], [-5.832, -0.624, 0.403], [-4.895, -1.274, 1.188], [-3.554, -1.188, 0.838], [-3.135, -0.498, -0.219], [-4.024, 0.133, -0.980], [-6.888, -0.657, 0.637], [-5.189, -1.828, 2.069], [-2.781, -1.686, 1.413], [-3.634, 0.679, -1.834], [1.393, 8.698, -1.112], [0.692, 7.549, -1.152], [0.511, 6.792, -0.009], [1.054, 7.210, 1.148], [-0.217, 5.618, -0.061], [-0.329, 4.931, 1.079], [-0.808, 5.140, -1.232], [-1.784, 3.526, -1.297], [-0.590, 5.930, -2.361], [-1.084, 5.558, -3.557], [0.137, 7.105, -2.336], [0.310, 7.829, -3.459], [-0.581, -2.309, 0.457], [-0.628, -3.503, -0.168], [-1.759, -4.290, -0.030], [-1.751, -5.593, -0.433], [-0.597, -6.183, -1.000], [0.555, -5.356, -1.088], [0.526, -4.062, -0.673], [-2.608, -3.789, 0.409], [-2.665, -6.162, -0.313], [-0.583, -7.217, -1.311], [1.485, -5.734, -1.495], [1.366, -3.387, -0.707]],
  "atomic_forces_ev_per_a": [[0.0, 0.0, 0.0], [0.0, 0.0, 0.0], [0.0, 0.0, 0.0], [0.0, 0.0, 0.0], [0.0, 0.0, 0.0], [0.0, 0.0, 0.0], [0.0, 0.0, 0.0], [0.0, 0.0, 0.0], [0.0, 0.0, 0.0], [0.0, 0.0, 0.0], [0.0, 0.0, 0.0], [0.0, 0.0, 0.0], [0.0, 0.0, 0.0], [0.0, 0.0, 0.1], [0.0, 0.0, 0.0], [0.0, 0.0, 0.0], [-0.1, 0.0, 0.1], [0.1, 0.0, 0.0], [-0.1, 0.0, 0.0], [0.0, 0.0, 0.0], [0.0, 0.0, 0.0], [0.0, 0.0, 0.0], [0.0, 0.0, 0.1], [0.0, 0.0, 0.0], [0.0, 0.0, 0.0], [0.0, 0.0, 0.0], [0.0, 0.0, 0.0], [0.0, 0.0, 0.0], [0.0, 0.0, 0.0], [0.0, 0.0, 0.0], [0.0, 0.0, 0.0], [0.0, 0.0, 0.0], [0.0, 0.0, 0.0], [0.0, 0.0, 0.0], [0.0, 0.0, 0.0], [0.0, 0.0, 0.0], [0.0, 0.0, 0.0], [0.0, 0.0, 0.0], [0.0, 0.0, 0.0], [0.0, 0.0, 0.0], [0.0, 0.0, 0.0], [0.0, 0.0, 0.0], [0.0, 0.0, 0.0], [0.0, 0.0, 0.0], [0.0, 0.0, 0.0], [0.0, 0.0, 0.0], [0.0, 0.0, 0.0], [0.0, 0.0, 0.0], [0.0, 0.0, 0.0], [0.0, 0.0, 0.0], [0.0, 0.0, 0.0], [0.0, 0.0, 0.0], [0.0, 0.0, 0.0], [0.0, 0.0, 0.0], [0.0, 0.0, 0.0], [0.0, 0.0, 0.0], [0.0, 0.0, 0.0], [0.0, 0.0, 0.0], [0.0, 0.0, 0.0], [0.0, 0.0, 0.0], [0.0, 0.0, 0.0], [0.0, 0.0, 0.0], [0.0, 0.0, 0.0], [0.0, 0.0, 0.0], [0.0, 0.0, 0.0], [0.0, 0.0, -0.1], [0.1, 0.0, 0.0], [0.0, 0.0, 0.0], [0.0, 0.0, 0.0], [0.0, 0.0, 0.0], [0.0, 0.0, 0.0], [0.0, 0.0, 0.0], [0.0, 0.0, 0.0], [0.0, 0.0, 0.0], [0.0, 0.0, 0.0], [-0.1, 0.1, 0.0], [0.1, 0.0, 0.0], [0.0, 0.0, 0.0], [0.0, 0.0, -0.1], [0.0, 0.0, 0.0], [0.0, 0.0, 0.0], [0.0, 0.0, 0.0], [0.0, 0.0, 0.0], [0.0, 0.0, 0.0], [0.0, 0.0, 0.0], [0.0, 0.0, 0.0], [0.0, 0.0, 0.0], [0.0, 0.1, 0.0], [0.0, 0.0, 0.0], [0.0, 0.0, 0.0], [0.0, 0.0, 0.0], [0.0, 0.0, 0.0], [0.0, 0.0, 0.0], [0.0, 0.0, 0.0], [0.0, 0.0, 0.0], [0.0, 0.0, 0.0], [0.0, 0.0, 0.0], [0.0, 0.0, 0.0], [0.1, -0.1, -0.1], [-0.1, 0.0, 0.2], [0.0, 0.0, 0.0], [0.0, 0.0, 0.0], [0.0, 0.0, 0.0], [0.0, 0.0, 0.0], [0.1, 0.0, 0.1], [0.0, 0.0, -0.1], [0.0, 0.0, 0.0], [0.0, 0.0, 0.0], [0.0, 0.0, 0.0], [0.0, 0.0, 0.0], [0.0, 0.0, 0.1], [0.0, 0.0, 0.0], [0.0, 0.0, 0.0], [0.0, 0.0, 0.0], [0.0, 0.0, 0.0], [0.0, 0.0, 0.0]],
  "e_above_lowest_kcal_mol": 1.3,
  "homo_lumo_gap_ev": [4.03, 4.99],
  "spin_multiplicity": 2,
  "s2": 0.7646,
  "total_charge": -2,
  "homo_energy_ev": [-0.223, -1.179]
}

***

{
  "formula": "C49H51BrIN3NaO6P",
  "method": "ωB97M-V/def2-TZVPD",
  "elements": ["Na", "C", "C", "N", "C", "C", "N", "C", "O", "O", "C", "O", "O", "H", "H", "H", "H", "H", "C", "C", "O", "C", "C", "H", "H", "H", "H", "H", "H", "H", "H", "H", "H", "Br", "C", "C", "C", "C", "C", "C", "I", "H", "H", "H", "H", "C", "C", "C", "C", "C", "C", "P", "C", "C", "C", "C", "C", "C", "C", "C", "C", "C", "C", "C", "H", "H", "H", "H", "H", "H", "H", "H", "H", "H", "H", "H", "H", "H", "H", "C", "C", "C", "C", "C", "C", "N", "C", "C", "C", "C", "C", "C", "H", "H", "H", "H", "H", "H", "H", "H", "H", "H", "C", "C", "C", "O", "H", "H", "H", "H", "H", "H", "H"],
  "coordinates": [[1.769, -1.713, -1.511], [1.193, -0.415, 1.911], [2.279, 0.385, 1.233], [2.832, -0.022, 0.109], [3.705, 1.022, -0.259], [3.611, 2.040, 0.601], [2.721, 1.630, 1.555], [4.448, 3.281, 0.783], [5.210, 3.613, -0.196], [4.408, 3.858, 1.859], [4.443, 0.932, -1.626], [5.129, 2.003, -1.990], [4.364, -0.075, -2.265], [0.200, -0.309, 1.349], [0.996, 0.027, 2.902], [1.473, -1.474, 1.950], [2.424, 2.250, 2.281], [5.053, 2.747, -1.201], [1.752, 3.921, 5.050], [0.255, 3.705, 4.947], [0.086, 2.321, 5.103], [-1.264, 1.841, 5.160], [-1.995, 1.994, 3.791], [2.057, 4.911, 5.398], [2.334, 3.678, 4.173], [2.110, 3.176, 5.825], [-0.169, 4.010, 3.936], [-0.372, 4.195, 5.672], [-1.776, 2.414, 6.028], [-1.137, 0.861, 5.507], [-2.169, 3.011, 3.437], [-2.980, 1.545, 3.877], [-1.484, 1.594, 2.978], [-1.532, -2.101, 5.223], [-3.238, -1.445, 4.653], [-4.066, -1.046, 5.671], [-5.326, -0.488, 5.380], [-5.744, -0.483, 4.065], [-4.970, -1.022, 3.013], [-3.674, -1.481, 3.304], [-2.524, -2.068, 1.670], [-3.717, -1.215, 6.681], [-5.981, -0.186, 6.201], [-6.708, -0.206, 3.757], [-5.267, -0.863, 1.928], [1.457, 2.839, -5.086], [0.510, 3.653, -4.499], [-0.009, 3.367, -3.239], [0.362, 2.169, -2.656], [1.260, 1.323, -3.231], [1.831, 1.663, -4.410], [-0.336, 1.662, -1.026], [-0.464, 3.370, -0.215], [-1.688, 3.750, 0.367], [-1.807, 4.919, 1.134], [-0.617, 5.603, 1.432], [0.668, 5.209, 0.943], [0.678, 4.087, 0.061], [-2.138, 1.465, -1.547], [-2.539, 1.722, -2.878], [-3.866, 1.593, -3.261], [-4.867, 1.240, -2.340], [-4.475, 0.878, -1.030], [-3.130, 1.014, -0.687], [1.903, 3.112, -6.065], [0.206, 4.574, -4.960], [-0.753, 4.053, -2.976], [1.600, 0.443, -2.738], [2.555, 1.058, -4.878], [-2.508, 3.163, 0.046], [-2.765, 5.347, 1.437], [-0.727, 6.387, 2.187], [1.473, 5.842, 1.052], [1.621, 3.647, -0.275], [-1.880, 1.948, -3.666], [-4.097, 1.970, -4.251], [-5.874, 1.397, -2.578], [-5.175, 0.581, -0.282], [-2.830, 0.714, 0.327], [2.030, -5.114, -5.585], [1.219, -5.820, -4.700], [1.303, -5.522, -3.354], [2.131, -4.504, -2.835], [2.962, -3.844, -3.729], [2.858, -4.157, -5.074], [2.065, -4.123, -1.521], [2.030, -4.995, -0.464], [2.375, -6.376, -0.455], [2.602, -6.994, 0.824], [2.342, -6.376, 2.011], [1.974, -5.056, 1.981], [1.809, -4.393, 0.766], [2.055, -5.244, -6.674], [0.496, -6.585, -4.978], [0.686, -6.057, -2.658], [3.474, -3.004, -3.336], [3.413, -3.572, -5.785], [2.406, -6.978, -1.343], [2.930, -8.003, 0.789], [2.318, -6.884, 2.919], [1.636, -4.525, 2.848], [1.581, -3.370, 0.649], [-1.482, -3.002, -1.898], [-1.124, -1.616, -2.501], [-0.449, -1.888, -3.838], [-0.237, -0.924, -1.674], [-2.118, -3.587, -2.647], [-2.003, -3.000, -0.993], [-0.578, -3.571, -1.654], [-2.125, -1.141, -2.666], [0.445, -2.451, -3.708], [-0.175, -1.011, -4.390], [-1.187, -2.428, -4.456]],
  "atomic_forces_ev_per_a": [[0.4, 0.0, 0.3], [-1.0, 1.2, -0.2], [-0.6, -0.4, -0.9], [0.9, 0.9, 0.1], [-0.3, -1.9, -2.6], [0.5, 1.0, 0.9], [-0.3, -0.2, 0.2], [0.7, 0.2, -0.7], [-0.8, -0.2, 0.3], [-0.6, 0.3, 0.9], [0.1, 1.6, 1.8], [-0.9, -0.9, 0.3], [-0.3, -1.3, -1.0], [1.5, -0.2, 0.4], [0.2, -0.5, -0.1], [-0.1, 0.3, 0.2], [-0.1, 0.0, 0.5], [0.7, 0.1, -0.2], [0.5, -0.6, 1.7], [-0.3, -0.2, -2.1], [-0.4, -1.0, 0.1], [0.1, 3.2, -0.2], [-0.9, 0.7, 2.0], [-0.2, 0.0, -0.2], [-0.2, 0.1, -0.5], [-0.3, 0.9, -0.6], [0.7, -0.1, 0.9], [0.0, 0.6, 0.7], [0.3, -0.7, -1.4], [-0.2, -1.7, 0.1], [0.1, 0.3, 0.7], [-0.2, -0.3, -0.1], [1.2, -1.4, -1.2], [-0.2, 0.1, -0.5], [0.2, -0.8, -0.9], [-0.8, 0.6, 0.1], [0.4, -0.8, 0.3], [0.8, -1.0, -0.9], [0.7, 1.1, 0.0], [-0.2, 0.4, 0.3], [0.2, 0.0, 0.2], [-0.1, 0.4, 0.1], [0.2, 0.0, -0.4], [-1.3, 0.8, 0.1], [0.2, -0.6, 1.6], [0.3, -0.5, -0.2], [0.4, 0.3, 0.2], [1.2, -0.9, -2.2], [-1.4, 0.6, 2.1], [0.7, -0.1, 0.1], [0.0, 1.6, -2.0], [-0.6, 0.1, 0.3], [-1.2, -0.7, 0.4], [0.7, 1.2, -0.5], [1.2, -0.6, -0.6], [0.5, -0.1, 0.5], [-4.0, -1.7, -1.4], [1.1, 0.7, 1.3], [0.4, 0.2, -1.3], [-0.8, -1.0, 1.2], [-0.5, 0.5, 0.8], [2.1, 0.1, 0.9], [0.8, 0.9, -1.6], [0.2, -0.7, 1.0], [-0.3, -0.3, 0.8], [-0.1, 0.3, -0.4], [-1.0, 0.6, 1.4], [-0.2, -0.5, 0.4], [0.8, -0.8, -0.3], [-1.1, -0.1, 0.2], [0.2, -0.4, 0.2], [0.4, 0.2, -0.5], [1.9, 0.9, 0.6], [0.0, 0.6, -0.2], [1.0, 0.4, -0.4], [-0.3, -0.4, -0.1], [-1.5, -0.3, -0.4], [-0.5, -0.2, 0.3], [-0.1, 0.2, -0.4], [-0.4, -0.6, -0.9], [0.0, -0.1, 0.4], [0.0, -0.2, -0.2], [-0.4, -1.1, 0.9], [-1.1, -0.3, -0.4], [0.8, 1.1, 0.0], [0.1, 0.1, 0.1], [0.8, -0.2, -1.8], [0.0, -0.1, 2.4], [-0.6, 0.4, -2.9], [0.2, 0.5, -0.3], [-1.3, 1.6, -1.3], [0.4, -1.0, 1.4], [-0.3, -0.2, 0.5], [0.2, 0.1, -0.3], [-0.3, -0.1, 0.2], [1.0, 0.6, 0.0], [0.4, 0.2, -0.2], [0.4, 0.0, -0.3], [0.1, -0.9, 0.2], [0.4, -1.0, 1.4], [0.2, 0.1, 0.7], [-0.4, 1.1, 0.6], [0.4, -0.9, -2.3], [0.8, -0.5, 1.1], [-1.7, 0.0, -0.5], [-1.1, 0.2, -0.2], [0.8, 0.5, 0.9], [-1.2, 0.6, 1.5], [0.1, 0.0, -0.4], [0.5, 0.4, 0.0], [0.6, -0.8, 0.1], [0.0, 0.9, -0.1], [0.5, -0.2, -0.2]],
  "homo_lumo_gap_ev": 4.93,
  "total_charge": -2,
  "homo_energy_ev": -1.661
}

***

Which DFT total energy belongs to each record? In order, -227689.15045, -160246.39732 eV.